A 2-piece molecular cluster, C4H13NS overall in a non-equilibrium geometry, computed with ωB97M-V with the def2-TZVPD basis set.

Each line ends with the Löwdin charge.
Atoms and positions in Å:
C 1.3183 2.5809 -0.1159  -0.111
C 2.2690 1.3809 -0.3118  -0.338
N 1.6438 0.1449 -0.8093  -0.021
H 1.7589 3.2713 0.6076  0.064
H 1.1969 3.0346 -1.0982  0.062
H 0.3312 2.3245 0.2683  0.057
H 3.0210 1.6491 -1.0568  0.099
H 2.7601 1.1465 0.6282  0.093
H 1.2577 0.2762 -1.7373  0.057
H 0.8440 -0.0460 -0.2139  0.032
C -2.4396 -1.1908 0.9098  -0.153
C -1.4216 -2.3422 0.7234  -0.569
S -0.9619 -2.6063 -1.0472  0.647
H -3.1939 -1.4454 1.6375  0.064
H -2.8508 -0.9482 -0.0584  0.039
H -1.8778 -0.3017 1.1947  0.064
H -1.7633 -3.3104 1.0633  0.051
H -0.4633 -2.0743 1.1338  0.033
H -1.4288 -1.5438 -1.7177  -0.168

As for the net charge: 0. Its maximum force is 1.558 eV Å⁻¹. Its energy above the lowest of the compared OMol25 structures with the same formula, charge and spin is 0.586 eV. As for the LUMO energy: 0.87 eV. The spin multiplicity is 1. The value obtained for the total energy is -613.10749 Eh. For the HOMO-LUMO gap, the calculation gives 9.814 eV.

A 2-piece molecular cluster, C4H13NS overall, computed with ωB97M-V with the def2-TZVPD basis set.

Each line ends with the Löwdin charge.
Atoms and positions in Å:
C 1.6972 2.5699 0.4982  -0.130
C 2.8948 1.6336 0.5396  -0.374
N 2.8634 0.8432 1.7767  -0.039
H 0.7621 1.9893 0.5691  0.071
H 1.6840 3.1446 -0.4431  0.070
H 1.7362 3.2785 1.3426  0.069
H 2.8369 0.9225 -0.3070  0.106
H 3.8242 2.2231 0.4209  0.099
H 3.6693 0.2095 1.8155  0.064
H 2.9532 1.4677 2.5858  0.065
C -3.6138 -1.7449 -0.6111  -0.196
C -2.5483 -2.1296 -1.6279  -0.653
S -1.2375 -3.1893 -0.9428  0.656
H -4.0771 -2.6481 -0.1794  0.070
H -4.4013 -1.1424 -1.0944  0.071
H -3.1693 -1.1525 0.2062  0.067
H -2.9869 -2.7355 -2.4440  0.064
H -2.0871 -1.2330 -2.0849  0.066
H -0.8000 -2.3064 -0.0200  -0.146

As for the net charge: 0. Its maximum force is 0.609 eV Å⁻¹. Its energy above the lowest of the compared OMol25 structures with the same formula, charge and spin is 0.142 eV. As for the LUMO energy: 0.84 eV. The spin multiplicity is 1. The value obtained for the total energy is -613.12380 Eh. For the HOMO-LUMO gap, the calculation gives 9.805 eV.

C4H13NSi2 as an isolated structure in a non-equilibrium geometry, computed with ωB97M-V with the def2-TZVPD basis set.

Each line ends with the Löwdin charge.
Atoms and positions in Å:
C -1.8377 -1.1282 0.2274  -0.396
C -0.8014 -1.8967 -0.5523  -0.222
C 0.6781 2.3298 -0.2648  -0.249
C 2.2191 -0.7689 0.7428  -0.215
N 0.0788 1.0448 -0.1882  -0.424
Si -1.6769 0.8414 0.1199  0.634
Si 1.0971 -0.3408 -0.7442  0.737
H -2.8062 -1.3521 0.0614  0.008
H -1.7637 -1.2939 1.2346  0.015
H -0.3488 -2.7649 -0.0330  0.036
H -1.2210 -2.1975 -1.4452  -0.004
H 1.7747 2.3969 -0.3292  0.083
H 0.1252 2.8992 -0.9561  0.055
H 0.6052 2.7939 0.6689  0.049
H 1.7226 -0.4165 1.5725  -0.018
H 2.2147 -1.8936 0.9651  0.056
H 3.2147 -0.3864 0.7797  0.001
H -2.3094 1.3525 -1.0820  -0.058
H -2.3391 1.3687 1.4159  -0.037
H 1.3740 -0.5877 -2.1931  -0.052

As for the net charge: 0. Its maximum force is 5.234 eV Å⁻¹. Its energy above the lowest of the compared OMol25 structures with the same formula, charge and spin is 1.914 eV. As for the LUMO energy: 0.74 eV. The spin multiplicity is 1. The value obtained for the total energy is -793.87749 Eh. For the HOMO-LUMO gap, the calculation gives 8.687 eV.

A 3-piece molecular cluster, C4H13O4 overall in a non-equilibrium geometry, computed with ωB97M-V with the def2-TZVPD basis set.

Each line ends with the Mulliken spin population.
Atoms and positions in Å:
C 1.3262 -0.3101 -1.1130  0.002
O 0.6002 -0.1955 -2.4139  0.001
C 1.1953 1.0435 -0.2557  0.015
C 0.9507 0.5461 1.2874  0.005
C -0.5911 0.7212 1.4786  -0.035
O -1.3742 -0.2748 0.9895  0.667
H 0.7257 -1.0906 -0.6142  -0.001
H 2.4089 -0.4819 -1.3352  0.001
H -0.2829 0.0297 -2.2418  -0.004
H 0.2669 1.7160 -0.5645  -0.001
H 2.1013 1.6555 -0.2909  -0.001
H 1.2032 -0.5558 1.4096  0.001
H 1.4361 1.2011 2.0679  0.001
H -0.9162 1.6657 0.8447  0.151
H -0.9668 1.0351 2.5190  0.069
H -1.0637 -1.7481 0.8196  -0.018
H -0.9108 -2.7826 -0.3378  -0.001
O -0.8332 -2.7370 0.6702  0.034
H -2.1058 0.7952 -1.2513  -0.003
H -1.4544 -0.1603 -0.3319  -0.010
O -1.7153 -0.0726 -1.3364  0.127

As for the net charge: 0. Its maximum force is 4.576 eV Å⁻¹. Its energy above the lowest of the compared OMol25 structures with the same formula, charge and spin is 1.707 eV. As for the LUMO energy (spin up / spin down): 0.43 / -3.87 eV. The spin multiplicity is 2. The value obtained for the total energy is -460.99421 Eh. For the HOMO-LUMO gap (spin up / spin down), the calculation gives 10.224 / 5.914 eV.

A 4-piece molecular cluster, C4H13O5S2 overall in a non-equilibrium geometry, computed with ωB97M-V with the def2-TZVPD basis set.

Each line ends with the Löwdin charge.
Atoms and positions in Å:
C -0.4424 -0.3854 -1.5706  -0.178
C -1.2956 0.1781 -0.3285  -0.734
O -2.2460 -0.5181 0.0007  -0.016
O -0.9176 1.3297 0.0423  -0.119
C -0.2758 -1.9067 -1.4979  -0.540
S 0.6691 -2.6689 -0.1166  0.454
S 0.4193 -1.8044 1.6989  0.433
C 1.6624 -0.5285 1.8262  -0.488
H -0.9131 -0.0173 -2.5047  0.108
H 0.5264 0.1206 -1.6378  0.085
H 0.2485 -2.2804 -2.3746  0.051
H -1.2935 -2.3326 -1.4755  0.065
H 2.6679 -0.9037 1.6465  0.033
H 1.5238 0.2704 1.0910  -0.002
H 1.3672 -0.0272 2.7494  0.031
H -2.4212 3.0917 -1.0688  0.029
H -1.4924 2.0670 -1.7555  -0.006
O -1.9914 2.8819 -1.8953  -0.073
H 2.0738 1.6838 -0.5413  0.015
H 2.9404 2.2302 0.5841  0.040
O 3.0007 1.8344 -0.2996  -0.077
H -0.2287 2.8790 0.6787  -0.008
H -0.2010 3.9721 -0.3261  0.006
O 0.0149 3.8310 0.6009  -0.107

As for the net charge: -1. Its maximum force is 1.910 eV Å⁻¹. Its energy above the lowest of the compared OMol25 structures with the same formula, charge and spin is 0.628 eV. As for the LUMO energy: 3.07 eV. The spin multiplicity is 1. The value obtained for the total energy is -1332.87419 Eh. For the HOMO-LUMO gap, the calculation gives 8.439 eV.

C4H13O9PPd as an isolated structure in a non-equilibrium geometry, computed with ωB97M-V with the def2-TZVPD basis set.

Each line ends with the Mulliken spin population.
Atoms and positions in Å:
Pd 0.5033 -0.4502 -0.0015  1.206
O 2.2982 -0.3308 -1.1682  0.101
H 2.3001 0.2746 -1.9091  0.003
P 0.9672 -3.1777 0.7142  -0.023
O 0.5823 -2.5397 -0.7291  0.423
O 0.2901 -4.5227 0.7770  0.030
O 0.4168 -1.9852 1.5700  0.189
O 2.4742 -3.1931 0.5604  0.010
C -2.6648 -0.1576 -0.4310  0.000
C -2.2375 -0.8333 -1.7055  -0.007
O -0.9384 -0.4209 -2.1372  0.013
O -1.6938 -0.2091 0.6437  0.034
H -3.6005 -0.5985 -0.0720  0.001
H -2.8153 0.9087 -0.6126  0.002
H -2.9643 -0.5438 -2.4807  -0.002
H -2.2670 -1.9256 -1.6135  0.002
H -0.9656 -0.2797 -3.0884  -0.001
H -1.8796 -0.9631 1.2151  -0.002
C 1.4364 2.1475 1.8250  0.001
C 1.4425 2.4484 0.3394  -0.001
O 0.2682 1.9114 -0.2598  -0.004
O 1.1412 0.7970 2.0257  0.013
H 0.6781 2.7697 2.3186  0.000
H 2.4290 2.4085 2.2194  0.001
H 2.2923 1.9375 -0.1271  0.001
H 1.4928 3.5351 0.2238  0.004
H -0.0271 2.4407 -1.0415  0.010
H 1.0413 0.5517 2.9448  -0.004

As for the net charge: -2. Its maximum force is 4.079 eV Å⁻¹. Its energy above the lowest of the compared OMol25 structures with the same formula, charge and spin is 0.000 eV. As for the LUMO energy (spin up / spin down): 4.88 / 4.83 eV. The spin multiplicity is 3. The value obtained for the total energy is -1306.49072 Eh. For the HOMO-LUMO gap (spin up / spin down), the calculation gives 3.626 / 3.374 eV.

> Number 5 is which compound?

C4H13O5S2

> Among the records above, which one has the lowest energy above the lowest of the compared OMol25 structures with the same formula, charge and spin?

C4H13O9PPd

> Among the records above, which one has the highest energy above the lowest of the compared OMol25 structures with the same formula, charge and spin?

C4H13NSi2